[1]
C19H22N2O7S2 in the gas phase at a distorted geometry. Source: the Open Molecules 2025 dataset; level of theory: the ωB97M-V functional and the def2-TZVPD basis.

**Gap between HOMO and LUMO**: 8.3 eV
**Total charge**: 0
**F_max**: 1.40 eV/A

Last column: natural (NBO) charge in e.
Atoms and positions in Å:
C 0.76 3.08 3.54  -0.620
C 0.74 4.24 2.55  -0.406
C -0.68 4.68 2.16  -0.052
C -1.51 5.14 3.35  -0.618
N -1.35 3.57 1.49  -0.879
S -0.79 3.17 -0.02  2.316
O -1.91 2.61 -0.73  -0.953
O -0.07 4.25 -0.62  -0.933
C 0.32 1.80 0.29  -0.318
C -0.21 0.70 0.94  -0.212
C 0.56 -0.45 1.05  -0.136
C 1.83 -0.46 0.49  -0.331
S 2.60 -2.06 0.23  2.318
O 2.19 -2.97 1.25  -0.932
O 3.98 -1.92 -0.07  -0.918
N 1.81 -2.45 -1.21  -0.856
C 0.42 -2.53 -1.16  0.200
C -0.11 -3.58 -0.41  -0.283
C -1.48 -3.68 -0.32  0.286
C -2.31 -2.76 -0.98  0.209
C -1.81 -1.73 -1.71  -0.173
C -0.41 -1.59 -1.82  -0.233
C 0.16 -0.46 -2.57  0.601
C -0.77 0.57 -3.13  -0.736
O 1.37 -0.34 -2.73  -0.595
O -3.62 -3.09 -0.73  -0.475
C -3.58 -4.25 0.08  0.235
O -2.23 -4.59 0.33  -0.464
C 2.36 0.65 -0.13  -0.167
C 1.60 1.81 -0.22  -0.189
H 0.41 3.39 4.52  0.204
H 1.78 2.70 3.65  0.218
H 0.14 2.26 3.18  0.211
H 1.26 3.95 1.64  0.209
H 1.26 5.09 2.98  0.212
H -0.57 5.52 1.45  0.205
H -2.45 5.56 3.01  0.212
H -1.71 4.30 4.01  0.213
H -0.97 5.91 3.90  0.224
H -2.35 3.67 1.48  0.414
H -1.22 0.74 1.32  0.241
H 0.19 -1.34 1.53  0.241
H 2.12 -1.79 -1.94  0.449
H 0.55 -4.27 0.10  0.263
H -2.48 -1.04 -2.19  0.232
H -0.19 1.30 -3.68  0.243
H -1.31 1.07 -2.33  0.266
H -1.49 0.11 -3.81  0.231
H -4.08 -5.08 -0.44  0.163
H -4.10 -4.05 1.03  0.163
H 3.35 0.59 -0.56  0.252
H 1.96 2.69 -0.72  0.251

---

[2]
A molecular structure, C19H22N4O5S at a distorted geometry. Source: the Open Molecules 2025 dataset; level of theory: the ωB97M-V functional and the def2-TZVPD basis.

**Gap between HOMO and LUMO**: 7.0 eV
**Total charge**: 0
**F_max**: 14.97 eV/A

Last column: natural (NBO) charge in e.
Atoms and positions in Å:
C -0.58 -3.13 3.02  -0.640
C -0.07 -2.91 1.56  -0.037
H 0.84 -2.38 1.41  0.171
H 0.10 -3.99 1.11  0.168
O -0.77 -2.35 0.70  -0.481
C -1.14 -1.17 0.79  0.325
C -0.41 -0.35 1.60  -0.314
C -0.61 1.20 1.28  -0.571
C -1.65 1.68 0.50  0.501
C -2.47 0.81 -0.08  -0.278
C -2.36 -0.62 -0.21  -0.087
H -2.78 -1.32 -0.80  0.214
H -3.11 1.17 -0.67  0.207
O -1.91 3.04 0.57  -0.497
C -2.68 3.71 -0.29  0.003
C -2.36 3.65 -1.60  -0.619
H -1.39 4.43 -1.57  0.194
H -3.12 4.09 -2.22  0.225
H -2.06 2.92 -2.12  0.228
H -3.85 3.07 -0.13  0.071
H -2.82 4.66 0.15  0.213
S 0.31 2.14 2.14  2.208
O 1.38 1.51 2.70  -0.950
O -0.35 3.15 3.01  -0.878
N 1.26 3.22 0.58  -0.517
N 1.91 2.22 0.15  -0.390
C 1.40 1.31 -0.60  0.622
O 0.22 1.80 -1.49  -0.847
C 1.77 -0.16 -0.80  0.051
C 2.71 -0.76 -0.04  0.066
N 2.68 -2.01 -0.57  -0.451
C 1.89 -2.16 -1.46  0.349
C 1.29 -3.32 -2.06  -0.229
C 0.43 -3.25 -2.89  -0.182
C -0.21 -2.01 -3.18  -0.269
C 0.01 -0.82 -2.68  0.077
N 1.29 -0.87 -1.77  -0.342
H -0.43 0.01 -2.57  0.230
H -1.10 -1.90 -3.96  0.228
H -0.16 -4.23 -3.56  0.218
H 1.74 -4.28 -1.65  0.238
C 3.52 -0.53 0.97  -0.617
H 3.19 0.00 1.81  0.247
H 4.46 0.39 0.65  0.170
H 4.31 -1.22 1.13  0.268
H 2.63 1.87 0.86  0.422
H 0.53 3.58 0.37  0.351
H 0.46 -0.40 2.23  0.271
H -0.64 -2.07 3.26  0.220
H 0.18 -3.81 3.47  0.230
H -1.47 -3.61 2.94  0.208

---

[3]
C19H22N4O6S in the gas phase at a distorted geometry. Source: the Open Molecules 2025 dataset; level of theory: the ωB97M-V functional and the def2-TZVPD basis.

**Gap between HOMO and LUMO**: 9.5 eV
**Total charge**: 0
**F_max**: 1.29 eV/A

Last column: natural (NBO) charge in e.
Atoms and positions in Å:
C 3.71 -2.21 3.23  -0.255
O 2.71 -2.50 2.27  -0.488
C 2.47 -1.60 1.28  0.325
C 3.19 -0.42 1.10  -0.312
C 2.84 0.44 0.08  -0.087
C 1.78 0.13 -0.76  -0.395
S 1.23 1.29 -1.98  2.329
O 2.27 2.24 -2.25  -0.938
O 0.64 0.59 -3.08  -0.940
N -0.01 2.05 -1.12  -0.713
C -1.34 2.06 -1.72  -0.268
C -1.52 3.54 -2.06  -0.083
O -0.83 4.21 -1.02  -0.526
C 0.25 3.39 -0.61  0.227
C 0.31 3.41 0.93  -0.247
N -0.72 2.56 1.45  -0.592
C -0.48 1.27 1.74  0.604
O 0.59 0.79 2.06  -0.630
C -1.73 0.40 1.58  0.583
O -2.80 0.87 1.22  -0.647
N -1.48 -0.89 1.81  -0.573
C -2.40 -1.96 1.45  -0.262
C -2.18 -2.37 0.02  0.199
C -2.64 -1.57 -1.03  -0.259
C -2.35 -1.95 -2.33  -0.161
C -1.62 -3.11 -2.54  -0.259
C -1.22 -3.84 -1.43  0.039
N -1.48 -3.48 -0.18  -0.442
C 1.08 -1.05 -0.60  -0.181
C 1.42 -1.92 0.42  -0.227
H 3.68 -3.04 3.93  0.203
H 4.70 -2.16 2.77  0.178
H 3.49 -1.28 3.75  0.183
H 4.01 -0.16 1.75  0.224
H 3.37 1.37 -0.09  0.228
H -1.34 1.41 -2.59  0.248
H -2.08 1.73 -0.99  0.212
H -2.56 3.88 -2.04  0.200
H -1.07 3.78 -3.03  0.173
H 1.20 3.75 -1.03  0.209
H 0.18 4.43 1.27  0.219
H 1.27 3.01 1.27  0.229
H -1.67 2.76 1.16  0.421
H -0.51 -1.13 2.00  0.434
H -2.23 -2.81 2.11  0.229
H -3.41 -1.57 1.58  0.231
H -3.21 -0.68 -0.82  0.238
H -2.68 -1.35 -3.16  0.222
H -1.37 -3.44 -3.53  0.226
H -0.65 -4.76 -1.53  0.197
H 0.27 -1.27 -1.28  0.239
H 0.89 -2.84 0.57  0.234

---

[4]
C19H22N6O2S in the gas phase at a distorted geometry. Source: the Open Molecules 2025 dataset; level of theory: the ωB97M-V functional and the def2-TZVPD basis.

**Gap between HOMO and LUMO**: 7.9 eV
**Total charge**: 0
**F_max**: 4.07 eV/A

Last column: natural (NBO) charge in e.
Atoms and positions in Å:
C 5.79 5.60 1.40  -0.865
S 5.10 5.31 3.03  2.120
O 4.39 6.51 3.49  -0.926
O 6.18 4.94 3.99  -0.940
C 4.05 3.88 2.81  -0.337
C 2.67 4.03 2.50  -0.192
C 1.90 2.89 2.31  -0.151
C 2.45 1.61 2.39  -0.020
C 1.57 0.45 2.07  -0.236
N 1.01 0.59 0.70  -0.609
C -0.03 -0.20 0.22  0.178
C -0.98 -0.80 1.07  -0.308
C -2.03 -1.52 0.42  -0.118
C -2.10 -1.65 -0.95  -0.116
C -3.18 -2.46 -1.55  -0.241
C -4.51 -2.19 -1.26  0.453
N -4.99 -1.16 -0.47  -0.800
N -5.52 -2.79 -1.83  -0.560
C -5.21 -3.77 -2.63  0.557
N -6.21 -4.39 -3.19  -0.765
N -4.01 -4.20 -2.91  -0.559
C -2.96 -3.57 -2.37  0.307
C -1.59 -4.02 -2.90  -0.261
N -1.34 -3.56 -4.28  -0.846
C -1.10 -1.09 -1.74  -0.171
C -0.10 -0.36 -1.15  -0.253
C 3.81 1.50 2.68  -0.198
C 4.59 2.62 2.92  -0.184
H 6.45 4.75 1.20  0.246
H 4.99 5.64 0.63  0.247
H 6.37 6.54 1.43  0.265
H 2.26 5.03 2.37  0.241
H 0.88 3.03 2.02  0.218
H 2.10 -0.51 2.13  0.193
H 0.77 0.39 2.78  0.209
H 1.60 1.06 0.02  0.391
H -0.90 -0.67 2.15  0.215
H -2.81 -1.99 1.01  0.210
H -5.93 -0.90 -0.83  0.402
H -4.32 -0.40 -0.34  0.388
H -6.04 -5.36 -3.37  0.393
H -7.08 -4.18 -2.73  0.390
H -0.76 -3.70 -2.27  0.199
H -1.60 -5.12 -2.89  0.197
H -0.87 -4.31 -4.82  0.364
H -2.25 -3.37 -4.75  0.369
H -1.08 -1.29 -2.80  0.234
H 0.69 0.05 -1.75  0.204
H 4.27 0.52 2.77  0.220
H 5.61 2.55 3.26  0.247

---

[5]
A molecular structure, C19H22N8Pd at a distorted geometry. Source: the Open Molecules 2025 dataset; level of theory: the ωB97M-V functional and the def2-TZVPD basis.

**Gap between HOMO and LUMO**: 7.5 eV
**Total charge**: +2
**F_max**: 1.66 eV/A

Last column: natural (NBO) charge in e.
Atoms and positions in Å:
Pd -0.05 0.13 -0.19  0.975
C -2.38 -3.45 0.59  -0.228
C -3.66 -2.96 0.37  -0.102
C -3.84 -1.59 0.22  -0.201
C -2.74 -0.77 0.27  0.174
N -1.49 -1.24 0.43  -0.444
C -1.32 -2.56 0.60  0.085
C -2.80 0.71 0.17  0.189
C -3.92 1.50 0.27  -0.193
C -3.77 2.88 0.16  -0.106
C -2.51 3.44 -0.04  -0.192
C -1.43 2.59 -0.10  0.192
N -1.60 1.26 0.01  -0.379
C -0.01 2.95 -0.35  0.172
C 0.50 4.22 -0.28  -0.196
C 1.85 4.42 -0.57  -0.106
C 2.63 3.34 -0.93  -0.225
C 2.06 2.08 -0.96  0.082
N 0.76 1.89 -0.67  -0.418
H -2.20 -4.50 0.76  0.256
H -4.51 -3.62 0.33  0.255
H -4.83 -1.18 0.05  0.248
H -0.31 -2.90 0.77  0.219
H -4.90 1.07 0.44  0.252
H -4.64 3.52 0.22  0.257
H -2.40 4.51 -0.15  0.253
H -0.13 5.05 0.01  0.248
H 2.28 5.41 -0.51  0.254
H 3.67 3.45 -1.18  0.253
H 2.62 1.20 -1.23  0.228
C 5.01 -0.74 0.04  -0.424
N 3.88 -0.19 0.82  -0.403
C 4.17 1.02 1.62  -0.416
C 2.71 -0.83 0.97  0.623
N 1.68 -0.27 1.52  -0.841
N 2.67 -2.14 0.44  -0.653
C 1.87 -2.45 -0.64  0.639
N 2.10 -3.68 -1.16  -0.796
N 0.98 -1.63 -1.10  -0.859
H 5.75 0.05 -0.07  0.237
H 4.69 -1.04 -0.95  0.212
H 5.50 -1.57 0.55  0.209
H 4.95 0.79 2.35  0.221
H 3.28 1.35 2.12  0.252
H 4.54 1.80 0.95  0.201
H 1.08 -0.99 1.89  0.360
H 3.48 -2.71 0.57  0.416
H 2.82 -4.28 -0.79  0.417
H 1.62 -3.98 -1.98  0.419
H 0.50 -2.01 -1.90  0.385

---

[6]
A molecular structure, C19H23AlF6O2 at a distorted geometry. Source: the Open Molecules 2025 dataset; level of theory: the ωB97M-V functional and the def2-TZVPD basis.

**Gap between HOMO and LUMO (spin up / spin down)**: 2.2 / 2.2 eV
**Total charge**: -2
**F_max**: 2.83 eV/A

Last column: natural (NBO) charge in e.
Atoms and positions in Å:
Al 0.27 -0.23 0.43  2.048
C 0.07 0.38 2.52  -0.571
C 0.02 1.60 1.71  -0.461
C -1.33 2.05 1.69  -0.250
H 0.90 2.20 1.45  0.239
C -2.12 1.12 2.41  -0.315
C -1.28 0.12 2.94  -0.243
H -1.59 -0.70 3.60  0.203
H 0.97 0.00 3.03  0.249
H -1.68 3.00 1.29  0.205
H -3.19 1.20 2.57  0.198
C 0.21 -2.53 0.46  -0.467
C -0.45 -2.87 1.68  -0.325
C -1.83 -2.62 1.53  -0.304
H 0.03 -3.32 2.55  0.190
C -2.07 -2.17 0.21  -0.293
C -0.81 -2.06 -0.47  -0.436
H -0.69 -2.00 -1.56  0.250
H 1.22 -2.84 0.19  0.228
H -2.60 -2.79 2.28  0.186
H -3.05 -2.01 -0.25  0.214
O -0.14 0.58 -1.05  -1.044
C -2.77 1.03 -2.41  -0.408
C -1.66 2.00 -2.53  -0.435
C -3.63 1.10 -1.21  -0.605
C -2.68 -0.22 -3.20  -0.611
C -0.28 1.77 -1.79  -0.092
H -2.03 2.98 -2.19  0.158
H -1.41 2.10 -3.60  0.146
H 0.52 1.74 -2.54  0.118
H -0.08 2.62 -1.13  0.122
H -4.70 1.07 -1.48  0.126
H -3.44 2.02 -0.63  0.184
H -3.44 0.22 -0.56  0.161
H -3.32 -0.20 -4.11  0.121
H -3.02 -1.08 -2.59  0.166
H -1.65 -0.41 -3.54  0.176
C 3.92 -0.76 -1.03  -0.644
C 3.35 -0.28 0.28  0.144
O 1.99 -0.44 0.42  -0.957
C 3.94 -1.11 1.49  0.963
F 5.29 -1.13 1.57  -0.343
F 3.45 -0.67 2.68  -0.320
F 3.52 -2.40 1.35  -0.330
C 3.70 1.26 0.40  0.958
F 5.04 1.50 0.32  -0.346
F 3.11 1.92 -0.65  -0.322
F 3.24 1.83 1.53  -0.317
H 3.58 -1.78 -1.23  0.233
H 5.02 -0.73 -1.00  0.207
H 3.57 -0.11 -1.84  0.245